Version P
13
Properties=species:S:1:pos:R:3 method="wB97M-V/def2-TZVPD" smiles="C=C(Cl)[C@H]1O[C@@H]1C=S" homo_lumo_gap_ev=8.18 e_homo_ev=-9.097
C 0.782 1.320 -0.027
C 0.012 2.102 0.846
C 0.853 -0.115 0.022
C -0.487 -0.850 0.115
C -0.707 -2.129 -0.689
H -0.370 1.704 1.763
H -0.180 3.252 0.832
H 1.710 -0.637 -0.476
H -1.330 -0.243 0.147
H 0.310 -2.761 -0.977
O 0.419 -0.830 1.185
S -2.226 -2.641 -1.167
Cl 1.215 1.828 -1.573

Version Q
13
Properties=species:S:1:pos:R:3 method="wB97M-V/def2-TZVPD" homo_lumo_gap_ev=8.78 e_homo_ev=-8.883
C -2.582 -0.099 -0.120
C -1.480 0.671 0.058
C -0.198 0.135 -0.001
C 0.930 0.773 0.131
C 2.497 -0.814 0.321
H -3.511 0.524 -0.540
H -1.634 1.797 -0.484
H -0.181 -0.931 -0.012
H 1.024 1.827 0.141
H 1.787 -0.883 1.130
O 2.143 0.249 -0.388
S 3.935 -1.408 -0.160
Cl -2.730 -1.842 -0.074

Unit: kJ/mol. Relative energies: version P 0.0; version Q 27.5.

Version P
69
Properties=species:S:1:pos:R:3 method="wB97M-V/def2-TZVPD" homo_lumo_gap_ev="8.76 / 7.06" multiplicity=4 e_homo_ev="-8.372 / -9.072" s_squared=3.818
Au 0.180 -0.022 -1.310
C 1.268 1.909 -3.957
C 1.418 2.485 -2.605
C 1.868 3.735 -2.182
C 1.787 3.692 -0.801
N 1.328 2.491 -0.404
N 1.110 1.762 -1.534
B 1.008 1.824 0.992
N 1.862 0.528 1.080
C 2.832 0.242 1.979
C 3.609 -0.756 1.463
C 3.060 -1.066 0.210
C 3.567 -2.041 -0.802
N 2.031 -0.269 0.000
N -0.571 1.563 1.021
C -1.452 1.732 2.003
C -2.718 1.428 1.542
C -2.539 1.049 0.217
C -3.552 0.658 -0.801
N -1.256 1.182 -0.089
N 1.320 2.654 2.213
C 1.849 3.888 2.354
C 2.033 4.132 3.698
C 1.561 2.969 4.326
C 1.510 2.727 5.795
N 1.137 2.092 3.442
H 1.810 2.537 -4.679
H 0.212 1.889 -4.276
H 1.687 0.916 -4.017
H 2.176 4.557 -2.820
H 2.046 4.445 -0.079
H 2.920 0.806 2.874
H 4.431 -1.224 1.968
H 3.257 -3.053 -0.570
H 4.657 -2.006 -0.864
H 3.201 -1.830 -1.813
H -1.122 2.061 2.967
H -3.660 1.429 2.076
H -4.065 -0.262 -0.504
H -3.073 0.458 -1.750
H -4.317 1.461 -0.923
H 2.035 4.568 1.550
H 2.393 5.018 4.168
H 1.966 3.569 6.302
H 1.995 1.793 6.076
H 0.462 2.669 6.123
F -0.161 -4.405 -1.994
B 1.056 -3.755 -1.813
F 1.132 -2.604 -2.646
F 2.105 -4.600 -2.069
F 1.094 -3.285 -0.473
C -2.181 -1.962 -3.676
C -2.761 -2.622 -2.404
C -3.902 -3.399 -2.341
C -4.356 -3.989 -1.152
C -3.622 -3.814 0.032
C -2.478 -3.052 0.096
C -1.693 -2.793 1.380
C -2.058 -2.428 -1.146
N -1.046 -1.645 -1.141
H -2.734 -2.314 -4.561
H -1.145 -2.262 -3.792
H -2.280 -0.865 -3.653
H -4.465 -3.560 -3.243
H -5.292 -4.517 -1.147
H -3.939 -4.326 0.925
H -2.123 -3.368 2.212
H -1.764 -1.740 1.651
H -0.646 -3.082 1.299

Version Q
69
Properties=species:S:1:pos:R:3 method="wB97M-V/def2-TZVPD" homo_lumo_gap_ev="9.18 / 6.73" multiplicity=4 e_homo_ev="-8.659 / -8.671" s_squared=3.810
Au 9.667 13.022 9.353
C 11.297 15.238 6.935
C 10.912 15.821 8.273
C 11.119 17.100 8.798
C 10.759 17.048 10.089
N 10.226 15.830 10.362
N 10.318 15.075 9.222
B 9.554 15.432 11.672
N 10.381 14.193 12.163
C 11.352 14.224 13.102
C 12.257 13.134 12.870
C 11.744 12.500 11.748
C 12.307 11.264 11.027
N 10.588 13.096 11.338
N 8.079 14.986 11.438
C 7.023 15.401 12.293
C 5.899 14.719 11.940
C 6.276 13.995 10.762
C 5.335 13.115 9.996
N 7.533 14.191 10.445
N 9.497 16.523 12.748
C 9.074 17.770 12.603
C 8.739 18.319 13.860
C 9.007 17.254 14.717
C 8.779 17.297 16.262
N 9.444 16.210 14.075
H 12.320 14.893 6.913
H 11.163 16.002 6.172
H 10.704 14.323 6.670
H 11.623 17.970 8.371
H 10.633 17.860 10.777
H 11.412 14.998 13.845
H 13.112 12.815 13.474
H 11.495 10.566 10.787
H 12.967 10.757 11.699
H 12.830 11.517 10.097
H 7.159 16.152 13.052
H 4.858 14.604 12.326
H 5.767 12.114 9.918
H 5.173 13.391 8.881
H 4.339 13.243 10.507
H 8.810 18.149 11.633
H 8.490 19.314 14.035
H 7.897 17.898 16.385
H 9.608 17.848 16.742
H 8.669 16.310 16.647
F 7.173 13.316 5.928
B 7.663 12.342 6.740
F 7.069 12.279 7.983
F 9.064 12.706 7.209
F 7.751 11.155 6.033
C 7.804 10.927 11.969
C 8.260 9.614 11.169
C 7.826 8.329 11.408
C 7.872 7.331 10.405
C 8.442 7.606 9.220
C 8.981 8.858 8.877
C 9.612 9.198 7.588
C 8.865 9.865 9.901
N 9.299 11.083 9.596
H 7.684 11.707 11.280
H 8.631 11.180 12.654
H 6.956 10.684 12.572
H 7.356 8.189 12.378
H 7.572 6.287 10.633
H 8.278 6.969 8.420
H 10.259 8.360 7.244
H 10.244 10.074 7.620
H 8.797 9.497 6.867

Unit: kJ/mol. Relative energies: version P 0.0; version Q 132.0.

Version P
16
Properties=species:S:1:pos:R:3 method="wB97M-V/def2-TZVPD" homo_lumo_gap_ev="3.00 / 9.30" multiplicity=2 total_charge=-1 e_homo_ev="1.100 / -5.180" s_squared=0.750
C 1.182 -0.797 -3.651
C 1.500 -0.444 -2.412
O 0.671 -0.188 -1.321
H 2.045 -1.316 -4.312
H 0.337 -0.271 -3.994
H 2.485 -0.626 -2.072
H 0.961 0.696 -1.118
N -0.281 0.127 1.149
C -0.514 0.292 2.602
N -1.902 0.428 2.948
H -0.684 0.993 0.758
H -0.849 -0.643 0.731
H -0.107 -0.595 3.046
H -0.143 1.298 2.674
H -2.209 1.275 2.501
H -2.491 -0.228 2.471

Version Q
16
Properties=species:S:1:pos:R:3 method="wB97M-V/def2-TZVPD" homo_lumo_gap_ev="2.72 / 7.14" multiplicity=2 total_charge=-1 e_homo_ev="1.623 / -2.945" s_squared=0.753
C -0.495 -0.502 -1.985
C 0.875 -0.617 -1.929
N -1.438 -1.245 -1.248
H -0.884 0.491 -2.243
H 1.482 0.211 -2.293
H 1.466 -1.445 -1.547
H -0.662 -0.483 1.075
H -1.251 -2.240 -1.113
H -2.359 -1.334 -1.696
N 0.511 1.965 1.222
C 0.843 0.696 1.771
O -0.170 -0.357 1.899
H -0.251 2.373 1.759
H 0.259 1.945 0.242
H 1.449 0.286 0.949
H 1.351 0.874 2.717

Unit: kJ/mol. Relative energies: version P 69.1; version Q 0.0.